Below is a cluster of 12 separate species, C42H107NO12 in total at a distorted geometry, with properties calculated with ωB97M-V/def2-TZVPD.

The geometry in XYZ format:
```
162
C42H107NO12, DFT ωB97M-V/def2-TZVPD
C 2.52658 -4.03805 -3.50757
C 1.01829 -4.12031 -3.71272
C 0.60277 -5.27173 -4.63828
O 0.37852 -4.18681 -2.43109
H 3.02052 -3.79746 -4.45623
H 2.95657 -5.02646 -3.31563
H 2.79453 -3.29586 -2.76102
H 0.69305 -3.14679 -4.08143
H 1.29100 -5.44556 -5.47026
H -0.37464 -5.05992 -5.06806
H 0.59959 -6.25841 -4.16844
H 0.53015 -5.02359 -1.98174
C -0.10339 1.00859 -4.33838
C 1.26247 0.32110 -4.47947
C 2.03714 0.97897 -5.60511
O 1.96733 0.50537 -3.26055
H -0.74465 1.00731 -5.21762
H 0.07192 2.02539 -3.97924
H -0.64544 0.51214 -3.52738
H 1.11633 -0.73799 -4.71521
H 1.65457 0.74026 -6.59695
H 3.09354 0.71502 -5.53155
H 1.93656 2.06595 -5.53719
H 1.53435 -0.09300 -2.63715
C -4.79302 -2.35647 -4.75936
C -3.58680 -2.45971 -3.79037
C -2.78439 -3.70321 -3.93040
O -2.73829 -1.37935 -4.19282
H -5.58608 -2.95655 -4.28851
H -4.62223 -2.72479 -5.76867
H -5.20809 -1.35149 -4.82274
H -3.91145 -2.33685 -2.75027
H -2.44587 -3.82353 -4.96430
H -3.31027 -4.61131 -3.63481
H -1.86054 -3.63215 -3.35276
H -3.06921 -0.50365 -3.94972
C 3.99479 2.88440 -0.06942
C 2.94744 3.49308 -1.02282
C 3.51910 4.13383 -2.27580
O 2.04683 2.44261 -1.37204
H 4.49735 2.07101 -0.60754
H 3.54802 2.58395 0.87043
H 4.86625 3.54767 0.00641
H 2.39484 4.24451 -0.45165
H 2.67158 4.45419 -2.88424
H 4.12045 3.44125 -2.87783
H 4.20904 4.97164 -2.16121
H 2.54106 1.92903 -2.03848
C -3.13753 -7.06284 -1.43897
C -2.52999 -6.13130 -0.37274
C -3.51477 -4.95573 -0.15681
O -2.41720 -6.79512 0.89226
H -3.05327 -6.51320 -2.37894
H -4.18684 -7.27921 -1.23724
H -2.57887 -7.99602 -1.51057
H -1.53898 -5.83276 -0.70889
H -4.00597 -4.57179 -1.05502
H -3.01596 -4.07725 0.26356
H -4.30707 -5.16660 0.56474
H -3.33055 -6.94694 1.15541
C -3.93280 0.66294 0.94107
C -4.72228 1.42918 1.97812
C -5.73075 0.44329 2.64733
O -3.90573 1.83500 3.06710
H -3.23089 1.34597 0.44080
H -4.58928 0.25523 0.16918
H -3.30459 -0.13627 1.33287
H -5.35953 2.22247 1.57558
H -6.18842 -0.22062 1.91082
H -6.58285 0.98101 3.07473
H -5.25667 -0.08466 3.47094
H -3.33523 2.56847 2.75877
C 0.12736 -0.13501 1.05183
C -0.14938 -0.24954 -0.47781
C -1.15027 -1.35132 -0.81851
O -0.60782 1.03675 -0.90267
H 0.53180 0.85701 1.23688
H 0.82010 -0.93148 1.33850
H -0.78200 -0.27511 1.63994
H 0.87526 -0.38280 -0.85613
H -2.13350 -0.91332 -0.64486
H -1.00120 -2.10164 -0.03785
H -0.95473 -1.82499 -1.77644
H 0.16985 1.58816 -1.06825
C -4.05282 2.16778 -4.32500
C -3.81124 2.08160 -2.80337
C -5.13261 2.49499 -2.12383
O -3.62045 0.69286 -2.49616
H -4.94773 1.58170 -4.52817
H -3.23052 1.76556 -4.91948
H -4.18031 3.21212 -4.61390
H -2.96553 2.65079 -2.42269
H -4.93285 2.68270 -1.06313
H -5.86854 1.69147 -2.10365
H -5.58740 3.39635 -2.53416
H -2.81049 0.65381 -1.97109
C -1.49554 4.33516 -0.73685
C -2.04479 5.72041 -0.90113
C -3.43854 5.73156 -1.59859
O -2.30937 6.25012 0.42574
H -1.36608 3.83581 -1.70313
H -2.17202 3.68157 -0.17763
H -0.51717 4.29689 -0.25526
H -1.39617 6.46877 -1.35178
H -4.16062 5.40661 -0.85640
H -3.40891 5.15948 -2.52758
H -3.60287 6.76752 -1.89527
H -2.66432 5.47157 0.87869
C 2.97143 -5.87589 1.91619
C 1.96752 -4.70994 1.94717
C 1.44939 -4.50193 0.50713
O 0.84706 -5.03339 2.77223
H 2.65374 -6.76774 1.37913
H 3.18944 -6.18636 2.94086
H 3.87815 -5.41848 1.51210
H 2.50403 -3.84368 2.32551
H 0.78173 -3.64062 0.48131
H 1.08662 -5.43851 0.09487
H 2.29400 -4.10960 -0.07259
H 0.46943 -5.85009 2.42849
C -0.76064 5.20880 4.00272
C -1.10905 4.36172 2.76362
C -0.42245 3.00285 2.64305
O -2.52626 4.21943 2.73620
H -1.46494 5.97337 4.32914
H 0.25955 5.59291 3.91711
H -0.61376 4.59504 4.90818
H -0.68658 5.06790 2.03809
H -0.71863 2.52823 1.70635
H -0.74444 2.33455 3.44431
H 0.65824 3.13428 2.69399
H -2.81459 4.62761 3.55680
C 5.80535 1.97460 6.73545
C 5.24053 1.70994 5.31304
C 6.43027 1.07258 4.56143
C 6.01629 0.33188 3.30282
C 4.81647 -0.57931 3.54597
C 3.64509 0.04142 4.26352
N 4.17800 0.73979 5.44245
O 3.22129 0.99548 6.42098
C 2.89344 0.98315 3.30900
C 2.67248 -1.06312 4.71110
C 4.98982 3.12969 4.71314
H 6.54907 2.76796 6.73472
H 6.25868 1.09630 7.19515
H 4.94054 2.28829 7.32572
H 7.21958 1.80948 4.39534
H 6.94240 0.35836 5.21589
H 6.84974 -0.26236 2.91578
H 5.83917 1.00560 2.45626
H 5.16911 -1.51675 3.99265
H 4.48307 -0.99026 2.58300
H 3.55861 1.53317 2.63035
H 2.32636 0.41042 2.56995
H 2.31505 1.73715 3.83994
H 2.25406 -1.62225 3.87745
H 3.26208 -1.77615 5.29771
H 1.91068 -0.66898 5.37748
H 5.71336 3.88216 5.01608
H 4.01648 3.47221 5.08073
H 4.91683 3.11516 3.62439
H 3.48639 0.53050 7.22282
```

Its spin multiplicity is 1. The calculation puts the HOMO energy at -8.203 eV. The total energy comes out at -71346.5074 eV.

***

Below is an isolated molecule of C27H26N4O6 at a distorted geometry, with properties calculated with ωB97M-V/def2-TZVPD.

The geometry in XYZ format:
```
63
C27H26N4O6, DFT ωB97M-V/def2-TZVPD
C 0.24325 -0.42769 -2.27430
C 1.38988 0.54322 -2.50917
O 2.17149 0.57113 -1.33244
C 3.23357 1.43641 -1.26244
C 3.61949 2.31293 -2.26161
C 4.70572 3.15494 -2.06606
C 5.40886 3.12608 -0.87850
C 5.04018 2.24697 0.12736
C 3.96100 1.39891 -0.05594
N 3.53082 0.47013 0.89544
C 3.96594 0.26925 2.15868
O 4.83369 0.89787 2.72195
C 3.24617 -0.89283 2.86216
N 1.95871 -1.21938 2.31393
C 1.74481 -2.32706 1.56689
O 2.60430 -3.16402 1.36587
C 0.35569 -2.39613 1.01140
N -0.34202 -1.31384 1.15727
N -1.57358 -1.19509 0.67874
C -2.25540 -2.20792 0.00337
O -3.39352 -2.05277 -0.39577
C -1.48589 -3.44034 -0.16108
C -2.08146 -4.51862 -0.81865
C -1.38537 -5.69340 -0.98748
C -0.08404 -5.80729 -0.50082
C 0.51993 -4.75667 0.15217
C -0.17152 -3.55244 0.33349
H 1.52646 -4.84237 0.52698
H 0.45660 -6.73231 -0.63549
H -1.84551 -6.52770 -1.49527
H -3.09093 -4.39777 -1.18124
C -2.17671 0.06084 0.94920
C -1.91834 0.69234 2.15633
C -2.49137 1.92005 2.40667
C -3.33252 2.54691 1.48883
C -3.58771 1.90205 0.26087
C -2.99222 0.67397 0.00760
H -3.17121 0.17386 -0.92744
O -4.40585 2.51887 -0.64625
C -4.75970 1.82460 -1.81934
H -5.21205 0.85495 -1.59297
H -5.49014 2.45893 -2.31966
H -3.89708 1.68135 -2.47799
O -3.80941 3.74645 1.90926
C -4.76416 4.47037 1.16433
H -4.98623 5.34842 1.77064
H -5.67841 3.89353 1.01166
H -4.36940 4.78573 0.19686
H -2.31228 2.43153 3.33854
H -1.28791 0.21890 2.89131
H 1.20043 -0.55668 2.38938
H 3.87717 -1.78280 2.75763
H 3.16770 -0.64610 3.92436
H 2.78890 -0.12861 0.55324
H 5.58136 2.21010 1.05779
H 6.25073 3.78383 -0.72906
H 4.99345 3.83361 -2.85456
H 3.08432 2.35132 -3.19722
H 2.00299 0.21440 -3.35938
H 0.99530 1.54552 -2.72375
H -0.36322 -0.51011 -3.17164
H 0.63238 -1.41047 -2.01835
H -0.37611 -0.06985 -1.45632
```

Its spin multiplicity is 1. The calculation puts the HOMO energy at -8.089 eV. The total energy comes out at -46666.6603 eV.

***

Q: Look up the total energy of the first one.
A: -71346.5074 eV